No. 1
ORCA calculation (the ωB97M-V functional and the def2-TZVPD basis) on C30H44N4OP2PdSi as an isolated structure.

Its net charge is 0. As for the orbital gap (alpha / beta): 0.22969 / 0.20766 Ha. Its expectation value of S² is 2.01. The lowest unoccupied orbital energy (alpha / beta) comes out at 0.3 / -2.7 eV. The HOMO energy (alpha / beta) comes out at -5.92 / -8.33 eV. The multiplicity is 3.

Last column: Mulliken spin population.
CARTESIAN COORDINATES (ANGSTROEM)
Pd: 0.223 0.145 -0.143  0.813
C: 7.911 2.374 -2.252  0.000
C: 7.154 3.087 -1.416  0.000
C: 6.689 4.497 -1.632  0.000
C: 6.408 4.927 -3.100  0.000
C: 5.545 3.979 -3.891  0.000
C: 5.989 2.937 -4.606  0.000
C: 7.432 2.551 -4.791  0.000
C: 8.402 2.815 -3.603  0.000
C: -1.502 -0.736 -0.880  0.661
H: 8.286 1.386 -1.950  0.000
H: 6.910 2.677 -0.429  0.000
H: 7.421 5.218 -1.215  0.000
H: 5.758 4.639 -1.053  0.000
H: 5.843 5.872 -3.031  0.000
H: 7.357 5.163 -3.606  0.000
H: 4.479 4.236 -3.895  0.000
H: 5.286 2.337 -5.192  0.000
H: 7.866 3.053 -5.678  0.000
H: 7.458 1.469 -5.011  0.000
H: 9.298 2.206 -3.813  0.000
H: 8.728 3.866 -3.617  0.000
H: -1.498 -1.798 -0.608  0.022
H: -1.538 -0.606 -1.971  -0.015
H: -2.337 -0.203 -0.398  0.019
P: 0.313 1.748 -1.733  -0.012
P: 1.862 1.369 0.790  0.278
N: 0.517 1.212 -3.351  0.005
N: -1.109 2.738 -1.840  0.005
N: 3.356 0.543 0.516  -0.006
N: 1.931 1.476 2.493  -0.025
C: 1.644 2.948 -1.477  0.036
C: 2.039 3.000 0.020  -0.019
C: 0.709 -0.134 -3.701  -0.002
C: 0.960 -0.202 -5.060  0.005
C: 0.929 1.136 -5.579  -0.001
C: 0.659 1.989 -4.514  0.009
C: -2.390 2.239 -2.134  -0.002
C: -3.296 3.284 -2.056  0.003
C: -2.574 4.460 -1.674  0.003
C: -1.246 4.097 -1.522  0.000
C: 3.490 -0.832 0.267  0.007
C: 4.761 -1.067 -0.232  -0.001
C: 5.456 0.183 -0.244  0.003
C: 4.590 1.143 0.256  -0.004
C: 3.079 1.761 3.250  0.021
C: 2.720 1.843 4.587  -0.003
C: 1.315 1.584 4.670  0.012
C: 0.854 1.369 3.380  -0.002
H: 1.362 3.939 -1.861  0.004
H: 2.488 2.611 -2.102  0.013
H: 3.063 3.373 0.144  0.013
H: 1.383 3.691 0.577  0.005
H: 0.646 -0.904 -2.949  0.003
H: 1.152 -1.097 -5.631  0.000
H: 1.085 1.433 -6.607  0.001
H: 0.545 3.063 -4.466  0.001
H: -2.544 1.189 -2.328  -0.004
H: -4.357 3.219 -2.251  0.000
H: -2.977 5.451 -1.528  0.000
H: -0.384 4.664 -1.203  -0.002
H: 2.671 -1.501 0.474  0.000
H: 5.156 -2.017 -0.552  0.000
H: 6.460 0.373 -0.596  0.000
H: 4.732 2.194 0.455  -0.001
H: 4.034 1.864 2.764  -0.002
H: 3.387 2.079 5.404  0.001
H: 0.716 1.559 5.568  0.000
H: -0.123 1.139 2.997  0.004
C: 0.412 -2.729 3.981  0.008
Si: -0.421 -2.051 2.419  -0.003
C: -1.334 -3.463 1.536  0.000
C: -1.928 -1.072 3.057  0.012
O: 0.649 -1.255 1.510  0.135
H: -0.364 -3.232 4.585  0.000
H: 0.879 -1.930 4.573  0.000
H: 1.211 -3.448 3.738  0.001
H: -1.915 -4.053 2.264  0.002
H: -2.023 -3.081 0.770  -0.001
H: -0.624 -4.134 1.036  -0.002
H: -1.660 -0.174 3.628  0.001
H: -2.560 -0.756 2.215  0.004
H: -2.532 -1.724 3.711  0.000

=====

No. 2
ORCA calculation (the ωB97M-V functional and the def2-TZVPD basis) on a 5-piece molecular cluster, C46H81INO15P overall.

Its net charge is 0. As for the orbital gap: 0.29634 Ha. The lowest unoccupied orbital energy comes out at -0.5 eV. As for the SMILES: CCCCCCCCCCCCCCCCCCN1C(=O)c2ccc(C[C@H](C)I)c(P(C)O)c2C1=O.CCOC(=O)OC.CCOC(=O)OC.CCOC(=O)OC.CCOC(=O)OC. The HOMO energy comes out at -8.55 eV. The multiplicity is 1.

Last column: Mulliken charge in e.
CARTESIAN COORDINATES (ANGSTROEM)
C: 11.492 -4.023 3.590  -1.138
C: 12.042 -2.604 3.330  -0.383
C: 11.660 -2.092 1.942  -1.088
C: 10.153 -1.979 1.719  -0.276
C: 9.537 -0.774 2.461  -1.102
C: 8.470 -0.065 1.615  -0.206
C: 7.051 -0.643 1.765  -1.001
C: 5.983 0.422 2.070  -0.610
C: 4.818 -0.147 2.867  -0.665
C: 3.755 0.912 3.218  -0.991
C: 2.496 0.842 2.336  -0.916
C: 1.268 0.263 3.068  -0.762
C: 0.147 1.302 3.340  -1.034
C: -1.197 0.896 2.711  -0.550
C: -1.997 0.023 3.679  -0.583
C: -3.096 -0.776 2.978  -1.204
C: -4.232 0.112 2.426  -0.035
C: -5.516 -0.022 3.227  -1.145
N: -6.751 0.316 2.431  0.616
C: -7.699 0.985 3.239  -0.184
O: -7.525 2.001 3.832  -0.631
C: -8.938 0.168 3.219  -0.395
C: -10.153 0.375 3.861  -0.952
C: -11.155 -0.576 3.688  -0.756
C: -10.990 -1.716 2.875  0.383
C: -12.138 -2.686 2.748  -1.844
C: -13.019 -2.357 1.537  -0.100
C: -14.178 -1.427 1.869  -1.355
I: -13.886 -4.229 0.840  0.028
C: -9.752 -1.908 2.214  0.329
P: -9.575 -3.386 1.125  0.285
C: -9.010 -2.734 -0.479  -0.920
O: -8.277 -4.185 1.774  -0.500
C: -8.742 -0.954 2.431  1.143
C: -7.336 -0.888 1.931  0.294
O: -6.721 -1.654 1.261  -0.628
H: 10.606 -3.957 4.212  0.276
H: 12.228 -4.672 4.055  0.342
H: 11.219 -4.471 2.637  0.296
H: 11.614 -1.921 4.064  0.234
H: 13.122 -2.578 3.443  0.423
H: 12.137 -2.711 1.181  0.349
H: 12.065 -1.087 1.805  0.382
H: 9.993 -1.880 0.647  0.485
H: 9.639 -2.891 2.024  0.296
H: 9.082 -1.109 3.391  0.303
H: 10.336 -0.065 2.674  0.579
H: 8.453 0.987 1.902  0.370
H: 8.771 -0.088 0.568  0.077
H: 7.049 -1.346 2.600  0.399
H: 6.757 -1.180 0.866  0.432
H: 5.579 0.749 1.107  0.105
H: 6.432 1.280 2.566  0.436
H: 4.342 -0.947 2.302  0.275
H: 5.220 -0.582 3.782  0.459
H: 3.468 0.744 4.255  0.499
H: 4.201 1.905 3.185  0.441
H: 2.243 1.831 1.965  0.501
H: 2.695 0.212 1.471  0.406
H: 1.558 -0.157 4.028  0.433
H: 0.822 -0.558 2.509  0.431
H: 0.453 2.299 3.033  0.577
H: -0.013 1.349 4.418  0.328
H: -1.006 0.343 1.792  0.308
H: -1.776 1.779 2.444  0.323
H: -2.407 0.628 4.489  0.256
H: -1.286 -0.686 4.107  0.372
H: -2.620 -1.286 2.141  0.447
H: -3.499 -1.546 3.634  0.492
H: -4.379 -0.115 1.375  0.301
H: -3.905 1.149 2.489  0.255
H: -5.464 0.618 4.101  0.520
H: -5.631 -1.046 3.583  0.386
H: -10.293 1.240 4.493  0.502
H: -12.089 -0.424 4.213  0.468
H: -11.764 -3.696 2.663  0.655
H: -12.747 -2.604 3.646  0.577
H: -12.450 -1.987 0.692  0.480
H: -14.594 -1.700 2.836  0.340
H: -13.852 -0.389 1.891  0.335
H: -14.982 -1.536 1.151  0.438
H: -9.856 -2.194 -0.907  0.263
H: -8.760 -3.571 -1.124  0.401
H: -8.163 -2.059 -0.429  0.234
H: -8.540 -5.110 1.764  0.329
C: 10.480 -0.314 -5.370  -1.162
C: 11.748 -0.147 -4.561  -0.201
O: 11.745 1.082 -3.819  -0.205
C: 11.026 1.076 -2.698  0.668
O: 10.407 0.145 -2.252  -0.598
O: 11.111 2.290 -2.149  -0.291
C: 10.329 2.445 -0.962  -0.605
H: 10.317 0.557 -6.006  0.293
H: 10.546 -1.202 -5.998  0.384
H: 9.612 -0.416 -4.719  0.293
H: 12.611 -0.082 -5.222  0.311
H: 11.908 -0.988 -3.887  0.342
H: 10.552 1.659 -0.243  0.182
H: 9.269 2.436 -1.208  0.296
H: 10.589 3.409 -0.534  0.278
C: -7.288 1.446 -0.565  -0.356
C: -6.360 2.056 -1.591  -0.519
O: -7.066 2.890 -2.526  -0.340
C: -7.376 4.106 -2.083  0.771
O: -7.100 4.565 -1.005  -0.553
O: -8.046 4.740 -3.048  -0.345
C: -8.497 6.047 -2.688  -0.637
H: -8.107 0.920 -1.063  0.326
H: -6.746 0.747 0.058  -0.081
H: -7.729 2.213 0.073  0.330
H: -5.901 1.275 -2.194  0.318
H: -5.560 2.623 -1.117  0.345
H: -7.677 6.653 -2.311  0.299
H: -9.287 5.981 -1.942  0.293
H: -8.893 6.495 -3.595  0.222
C: 13.675 3.478 -4.682  -0.933
C: 14.592 3.722 -3.506  -0.212
O: 15.782 2.918 -3.581  -0.363
C: 16.723 3.366 -4.407  0.783
O: 16.680 4.377 -5.060  -0.558
O: 17.739 2.500 -4.384  -0.344
C: 18.808 2.825 -5.274  -0.640
H: 13.456 2.418 -4.773  0.069
H: 12.738 4.019 -4.551  0.347
H: 14.137 3.805 -5.614  0.423
H: 14.101 3.425 -2.581  0.280
H: 14.861 4.775 -3.416  0.339
H: 19.152 3.844 -5.116  0.299
H: 18.491 2.694 -6.308  0.289
H: 19.614 2.131 -5.053  0.223
C: -12.096 -1.208 -5.387  -1.049
C: -13.544 -0.813 -5.192  -0.167
O: -14.420 -1.945 -5.281  -0.370
C: -14.476 -2.710 -4.192  0.767
O: -13.885 -2.522 -3.160  -0.535
O: -15.299 -3.728 -4.443  -0.345
C: -15.398 -4.678 -3.379  -0.549
H: -11.974 -1.756 -6.323  0.290
H: -11.461 -0.322 -5.412  0.353
H: -11.755 -1.854 -4.578  0.272
H: -13.862 -0.140 -5.986  0.291
H: -13.694 -0.300 -4.242  0.293
H: -15.646 -4.192 -2.438  0.235
H: -14.463 -5.227 -3.280  0.283
H: -16.192 -5.369 -3.647  0.230

=====

No. 3
ORCA calculation (the ωB97M-V functional and the def2-TZVPD basis) on a single C23H20N4O molecule.

Its net charge is 0. As for the orbital gap: 0.31690 Ha. The value obtained for the relative energy (zero: lowest compared OMol25 entry of this formula, charge and spin) is 3.196 eV. The lowest unoccupied orbital energy comes out at 0.1 eV. As for the SMILES: Oc1cccc(-c2nc3c4c(ncn3n2)-c2ccccc2CC42CCCC2)c1. The HOMO energy comes out at -8.53 eV. The multiplicity is 1.

Last column: natural (NBO) charge in e.
CARTESIAN COORDINATES (ANGSTROEM)
O: -1.344 -7.476 -0.012  -0.659
C: -0.657 -6.317 0.303  0.311
C: 0.555 -6.427 0.975  -0.312
C: 1.226 -5.241 1.362  -0.182
C: 0.682 -3.910 1.079  -0.220
C: -0.541 -3.773 0.411  -0.013
C: -1.042 -2.421 0.056  0.310
N: -0.196 -1.298 0.303  -0.508
C: -0.925 -0.352 -0.111  0.342
C: -0.591 1.057 -0.081  0.030
C: -1.467 1.787 -0.885  0.164
N: -2.636 1.354 -1.546  -0.434
C: -2.974 0.123 -1.316  0.287
N: -2.119 -0.788 -0.587  -0.213
N: -2.265 -2.139 -0.342  -0.266
C: -1.145 3.197 -1.210  -0.119
C: -1.499 3.825 -2.390  -0.163
C: -1.165 5.204 -2.628  -0.221
C: -0.474 5.906 -1.663  -0.201
C: -0.032 5.201 -0.580  -0.220
C: -0.328 3.829 -0.359  0.026
C: 0.274 3.203 0.878  -0.396
C: 0.608 1.716 0.611  -0.103
C: 1.792 1.672 -0.278  -0.407
C: 2.539 0.394 0.076  -0.408
C: 2.230 0.066 1.498  -0.415
C: 1.046 0.939 1.893  -0.385
C: -1.201 -4.954 0.068  -0.257
H: -0.760 -8.206 0.457  0.481
H: 0.999 -7.367 1.378  0.214
H: 2.214 -5.353 1.852  0.217
H: 1.232 -3.069 1.485  0.228
H: -3.914 -0.190 -1.740  0.213
H: -2.140 3.241 -3.097  0.233
H: -1.354 5.705 -3.588  0.215
H: -0.121 6.976 -1.834  0.216
H: 0.399 5.915 0.082  0.212
H: -0.569 3.289 1.563  0.220
H: 1.112 3.750 1.400  0.231
H: 1.681 1.663 -1.338  0.231
H: 2.540 2.458 -0.002  0.202
H: 3.584 0.659 -0.082  0.203
H: 2.266 -0.465 -0.474  0.216
H: 1.827 -0.914 1.743  0.229
H: 3.138 0.339 2.070  0.201
H: 0.197 0.399 2.463  0.227
H: 1.498 1.727 2.611  0.206
H: -2.181 -4.935 -0.472  0.236

=====

no.,F_max (eV/Å)
1,2.72
2,1.73
3,5.27